Record 1
{"formula": "C3H5N3", "method": "wB97M-V/def2-TZVPD", "species": ["C", "N", "C", "C", "N", "N", "H", "H", "H", "H", "H"], "xyz": [[1.8171, -0.5605, -0.1419], [0.8271, -1.3479, -0.0877], [-0.5180, -0.8185, -0.0121], [-0.7254, 0.6525, -0.0332], [-0.2223, 1.7862, 0.0325], [-1.7775, 1.5702, -0.2654], [2.8130, -1.0011, -0.2079], [1.7525, 0.5328, -0.1320], [-0.9888, -1.2123, 0.8985], [-1.1016, -1.2326, -0.8439], [-2.2450, 1.7482, 0.6298]], "orbital_gap_ev": 10.68, "smiles": "C=NCC1=NN1", "de_lowest_kj_mol": 375.8, "lumo_ev": 0.9}

***

Record 2
{"formula": "C38H34BiGeN4O2", "method": "wB97M-V/def2-TZVPD", "species": ["Bi", "O", "C", "C", "C", "C", "C", "C", "C", "O", "N", "N", "C", "C", "C", "C", "C", "C", "N", "H", "H", "H", "H", "H", "H", "H", "H", "H", "H", "C", "C", "C", "C", "C", "C", "N", "H", "H", "H", "H", "H", "H", "H", "H", "C", "Ge", "C", "C", "C", "C", "C", "C", "C", "C", "C", "C", "C", "C", "C", "C", "C", "C", "C", "C", "H", "H", "H", "H", "H", "H", "H", "H", "H", "H", "H", "H", "H", "H", "H", "H"], "xyz": [[0.8906, -1.5532, -0.6655], [-3.6208, -1.4514, -1.8708], [-3.9674, -0.1905, -2.1897], [-5.3212, 0.0794, -2.3969], [-5.7415, 1.3613, -2.6946], [-4.8179, 2.3980, -2.7937], [-3.4747, 2.1270, -2.6007], [-3.0239, 0.8432, -2.3041], [-1.5655, 0.5798, -2.0962], [-1.2259, -0.5767, -1.6052], [-0.7508, 1.5419, -2.3845], [0.5802, 1.2363, -2.1746], [1.2284, 0.8875, -3.2079], [2.6590, 0.5495, -3.1020], [3.4498, 1.0969, -2.0932], [4.7765, 0.7194, -2.0200], [5.2707, -0.1847, -2.9503], [4.4057, -0.6677, -3.9198], [3.1264, -0.3120, -4.0096], [-2.6443, -1.4107, -1.6798], [-6.0228, -0.7405, -2.3039], [-6.7972, 1.5554, -2.8461], [-5.1443, 3.4062, -3.0159], [-2.7330, 2.9120, -2.6679], [0.7610, 0.8195, -4.1910], [3.0045, 1.7803, -1.3831], [5.4158, 1.1242, -1.2450], [6.3020, -0.5110, -2.9287], [4.7551, -1.3782, -4.6620], [0.8474, -3.6022, -3.2461], [0.7869, -4.3833, -1.9687], [0.7711, -5.7441, -1.8058], [0.6736, -5.9940, -0.4080], [0.6274, -4.7761, 0.2218], [0.5132, -4.5096, 1.6858], [0.7031, -3.7775, -0.7277], [0.8091, -4.2921, -4.0891], [1.7593, -3.0064, -3.3458], [0.0023, -2.9141, -3.3488], [0.8110, -6.4712, -2.6032], [0.6301, -6.9531, 0.0871], [0.5037, -5.4596, 2.2209], [-0.4089, -3.9780, 1.9327], [1.3470, -3.9136, 2.0650], [0.4985, -1.1378, 1.3052], [0.1366, 0.6576, 1.8467], [0.1354, 0.7129, 3.8188], [1.2260, 0.2097, 4.5299], [1.2390, 0.2048, 5.9176], [0.1519, 0.7046, 6.6237], [-0.9417, 1.2059, 5.9332], [-0.9476, 1.2076, 4.5426], [-1.6550, 1.2819, 1.3379], [-2.6263, 0.2999, 1.1438], [-3.9489, 0.6345, 0.8879], [-4.3266, 1.9671, 0.8131], [-3.3751, 2.9585, 1.0030], [-2.0550, 2.6167, 1.2690], [1.6394, 1.8124, 1.2921], [2.9206, 1.2684, 1.4040], [4.0572, 2.0332, 1.1703], [3.9339, 3.3624, 0.7931], [2.6669, 3.9144, 0.6502], [1.5367, 3.1485, 0.9057], [0.2171, -1.9111, 2.0078], [2.0782, -0.1910, 3.9905], [2.0954, -0.1926, 6.4495], [0.1571, 0.6992, 7.7070], [-1.7953, 1.5938, 6.4766], [-1.8122, 1.5962, 4.0152], [-2.3353, -0.7448, 1.1679], [-4.6758, -0.1488, 0.7126], [-5.3516, 2.2310, 0.5832], [-3.6577, 4.0026, 0.9363], [-1.3409, 3.4145, 1.4314], [3.0286, 0.2244, 1.6788], [5.0385, 1.5844, 1.2762], [4.8153, 3.9626, 0.6019], [2.5568, 4.9465, 0.3399], [0.5650, 3.6040, 0.7700]], "orbital_gap_ev": 7.38, "de_lowest_kj_mol": 36.4, "lumo_ev": 2.6, "total_charge": -1}

***

Record 3
{"formula": "C4H8N2O2", "method": "wB97M-V/def2-TZVPD", "species": ["C", "N", "C", "N", "C", "O", "C", "O", "H", "H", "H", "H", "H", "H", "H", "H"], "xyz": [[1.8247, -0.2621, -0.1959], [0.6805, 0.6955, 0.2547], [0.0124, 1.6926, -0.5581], [-0.1713, -0.0267, 1.1155], [-1.1536, -0.9501, 1.0329], [-1.7031, -1.5241, 1.9555], [-1.5726, -1.1882, -0.4798], [-0.6593, -1.1919, -1.3825], [2.5798, 0.2767, -0.6808], [1.4321, -1.1245, -0.7990], [2.1574, -0.8042, 0.7616], [0.7156, 2.2094, -1.2519], [-0.8102, 0.9884, -1.2147], [-0.5261, 2.4609, 0.0818], [-0.1830, 0.4354, 1.9913], [-2.6233, -1.6872, -0.6305]], "orbital_gap_ev": 8.36, "smiles": "CN(C)NC(=O)C=O", "de_lowest_kj_mol": 451.1, "lumo_ev": -0.4}

***

Record 4
{"formula": "C14H15ClF5N2O4SSeV", "method": "wB97M-V/def2-TZVPD", "species": ["V", "O", "Cl", "O", "O", "O", "C", "N", "C", "C", "N", "C", "S", "H", "H", "H", "H", "H", "H", "F", "C", "C", "F", "C", "F", "C", "Se", "C", "F", "C", "F", "C", "C", "C", "C", "H", "H", "H", "H", "H", "H", "H", "H", "H"], "xyz": [[-0.4772, -0.7037, -0.1033], [-3.2966, -3.0141, -1.3815], [-2.3506, -2.0552, -0.9572], [-2.3192, -0.8748, -1.8060], [-2.6017, -1.5882, 0.4117], [-0.9865, -2.5991, -0.9308], [-1.5717, 2.7458, -1.9444], [-2.6903, 2.2079, -1.1732], [-4.0170, 2.1990, -1.5688], [-4.7133, 1.5508, -0.6152], [-3.7948, 1.1818, 0.3460], [-2.5584, 1.5674, -0.0010], [-1.1106, 1.3104, 0.8944], [-1.9732, 3.3183, -2.7761], [-0.9515, 1.9355, -2.3191], [-0.9687, 3.3890, -1.3103], [-4.3375, 2.6372, -2.4977], [-5.7603, 1.3183, -0.5421], [-3.9658, 0.5834, 1.1374], [6.1776, 2.4621, -1.2618], [5.0203, 1.8172, -1.3898], [4.0667, 1.8948, -0.3957], [4.3080, 2.6196, 0.6984], [2.8674, 1.2237, -0.5408], [1.9914, 1.3446, 0.4608], [2.5730, 0.4650, -1.6648], [0.9411, -0.4777, -1.9769], [3.5582, 0.4075, -2.6413], [3.3579, -0.3022, -3.7558], [4.7648, 1.0668, -2.5181], [5.6844, 0.9853, -3.4817], [-0.1384, -1.1840, 3.5775], [-0.0064, -2.2079, 2.4527], [0.6720, -3.4755, 2.9803], [0.7743, -1.6430, 1.2457], [-0.6595, -1.6105, 4.4378], [-0.6868, -0.2964, 3.2579], [0.8542, -0.8627, 3.9079], [-1.0150, -2.4999, 2.1428], [1.6955, -3.2536, 3.2967], [0.7149, -4.2442, 2.2059], [0.1303, -3.8854, 3.8378], [1.2163, -2.4618, 0.6708], [1.5829, -0.9917, 1.5909]], "orbital_gap_ev": [7.93, 8.46], "de_lowest_kj_mol": 80.5, "s_squared": 2.05, "lumo_ev": [-0.4, 0.2], "spin_multiplicity": 3}

***

Record 5
{"formula": "C5H11N", "method": "wB97M-V/def2-TZVPD", "species": ["C", "C", "C", "C", "N", "C", "H", "H", "H", "H", "H", "H", "H", "H", "H", "H", "H"], "xyz": [[2.4163, -0.4082, 0.6694], [1.2906, -0.5263, -0.3849], [-0.0983, -0.2949, 0.1879], [-0.5087, 1.0964, 0.4103], [-1.2970, 0.3877, -0.5664], [-2.5754, 0.0418, 0.1182], [2.3966, 0.5541, 1.1959], [2.3551, -1.1972, 1.4282], [3.4029, -0.4936, 0.1929], [1.4662, 0.2191, -1.1678], [1.3531, -1.5175, -0.8435], [-0.7256, -1.1323, 0.3673], [0.1537, 1.7982, -0.0954], [-0.9930, 1.4833, 1.2984], [-3.1997, -0.6506, -0.4565], [-3.1324, 0.9794, 0.2404], [-2.4504, -0.3802, 1.1369]], "orbital_gap_ev": 10.06, "smiles": "CC[C@H]1CN1C", "de_lowest_kj_mol": 225.3, "lumo_ev": 1.2}

***

Record 6
{"formula": "C4H6N2", "method": "wB97M-V/def2-TZVPD", "species": ["C", "C", "C", "N", "N", "C", "H", "H", "H", "H", "H", "H"], "xyz": [[1.2560, -0.0949, 1.1720], [0.1385, -0.1642, 0.1890], [0.0692, -0.8787, -1.0481], [-0.9617, -0.5259, -1.7789], [-1.6537, 0.3588, -1.0023], [-0.9921, 0.5880, 0.1783], [1.7252, -1.0697, 1.3183], [2.0271, 0.6075, 0.8244], [0.8818, 0.2738, 2.1304], [0.7596, -1.6314, -1.4137], [-1.8185, 1.2492, -1.4472], [-1.4315, 1.2874, 0.8780]], "orbital_gap_ev": 10.24, "smiles": "Cc1cn[nH]c1", "de_lowest_kj_mol": 103.8, "lumo_ev": 1.0}

***

Record 7
{"formula": "C67H62NO6P2PdSi", "method": "wB97M-V/def2-TZVPD", "species": ["C", "C", "C", "C", "O", "P", "O", "C", "C", "C", "C", "C", "C", "O", "C", "C", "C", "C", "C", "C", "Pd", "P", "O", "C", "C", "C", "C", "C", "C", "O", "C", "C", "C", "C", "C", "C", "O", "C", "C", "C", "C", "C", "C", "C", "C", "C", "C", "C", "C", "C", "C", "C", "C", "C", "H", "H", "H", "H", "H", "H", "H", "H", "H", "H", "H", "H", "H", "H", "H", "H", "H", "H", "H", "H", "H", "H", "H", "H", "H", "H", "H", "H", "H", "H", "H", "H", "H", "H", "H", "H", "H", "H", "H", "C", "C", "C", "C", "Si", "C", "C", "C", "C", "C", "C", "C", "C", "C", "C", "C", "C", "C", "C", "C", "C", "N", "C", "C", "H", "H", "H", "H", "H", "H", "H", "H", "H", "H", "H", "H", "H", "H", "H", "H", "H", "H", "H", "H", "H", "H", "H"], "xyz": [[0.5110, -0.6626, 7.5691], [1.8743, -0.8666, 7.3257], [2.5666, -0.0263, 6.4522], [1.8541, 0.9821, 5.8136], [2.4453, 1.6652, 4.7256], [2.7893, 1.0163, 3.2780], [3.7005, 2.1792, 2.6141], [4.0308, 3.4302, 3.1502], [5.3857, 3.7299, 3.2693], [5.7394, 4.9651, 3.8193], [4.7445, 5.8633, 4.2175], [3.3905, 5.5490, 4.0547], [3.0212, 4.3104, 3.5216], [3.8872, -0.1257, 3.6654], [5.1624, -0.3201, 3.1248], [6.1423, -0.7520, 4.0148], [7.4561, -0.8611, 3.5510], [7.7461, -0.5938, 2.2103], [6.7324, -0.2192, 1.3237], [5.4192, -0.0718, 1.7820], [1.0936, 0.2655, 1.9774], [-1.0463, 0.6836, 2.6776], [-1.5651, -0.0773, 4.0324], [-2.8166, -0.0044, 4.6854], [-3.4099, -1.2041, 5.0633], [-4.7208, -1.1645, 5.5387], [-5.3732, 0.0605, 5.7018], [-4.7140, 1.2583, 5.4115], [-3.4107, 1.2299, 4.9160], [-1.3930, 2.2686, 2.8858], [-2.1860, 3.0439, 2.0205], [-3.2008, 3.7958, 2.6014], [-4.1854, 4.3240, 1.7620], [-4.0774, 4.1714, 0.3784], [-2.9756, 3.5162, -0.1834], [-2.0050, 2.9503, 0.6460], [-2.2089, 0.2618, 1.6159], [-3.0699, -0.8377, 1.6494], [-4.4215, -0.5592, 1.4723], [-5.3326, -1.5982, 1.6623], [-4.8709, -2.8814, 1.9619], [-3.5016, -3.1483, 2.0444], [-2.5767, -2.1155, 1.8653], [1.2432, -1.5380, 0.8428], [2.0804, -2.5740, 1.4803], [1.5630, -3.2981, 2.5691], [2.3797, -4.1744, 3.2810], [3.7140, -4.3532, 2.9023], [4.2216, -3.6727, 1.7890], [3.3983, -2.8211, 1.0543], [1.7642, -0.4973, -0.0063], [0.8570, 0.3957, -0.5888], [0.5192, 1.2544, 6.0956], [-0.1578, 0.4113, 6.9791], [-0.0372, -1.3529, 8.2148], [2.4155, -1.6852, 7.8024], [3.6248, -0.1715, 6.2416], [6.1220, 2.9998, 2.9294], [6.7966, 5.2162, 3.9218], [5.0271, 6.8237, 4.6546], [2.6038, 6.2520, 4.3296], [1.9753, 4.0415, 3.3700], [5.8579, -0.9782, 5.0423], [8.2422, -1.1622, 4.2462], [8.7727, -0.6823, 1.8460], [6.9342, -0.0338, 0.2677], [4.6086, 0.2031, 1.1041], [-2.8587, -2.1340, 4.9401], [-5.2280, -2.1000, 5.7823], [-6.4035, 0.0881, 6.0629], [-5.1835, 2.2324, 5.5558], [-2.8624, 2.1382, 4.6904], [-3.2338, 3.9263, 3.6819], [-5.0273, 4.8583, 2.2056], [-4.8521, 4.5820, -0.2734], [-2.8513, 3.4301, -1.2639], [-1.1306, 2.4408, 0.2383], [-4.7170, 0.4605, 1.2245], [-6.4004, -1.3901, 1.5724], [-5.5850, -3.6925, 2.1224], [-3.1301, -4.1529, 2.2534], [-1.4995, -2.2854, 1.9016], [0.1822, -1.7738, 0.7142], [0.5261, -3.1247, 2.8643], [1.9669, -4.7251, 4.1271], [4.3541, -5.0360, 3.4639], [5.2581, -3.8161, 1.4779], [3.7746, -2.3134, 0.1633], [2.8328, -0.4538, -0.2128], [-0.1983, 0.1205, -0.6216], [1.2068, 1.3133, -1.0601], [0.0137, 2.0764, 5.5913], [-1.2119, 0.5996, 7.1916], [2.8756, -1.4644, -7.7103], [1.8184, -1.3095, -8.6122], [0.5168, -1.0947, -8.1420], [0.2711, -1.0167, -6.7631], [-1.4320, -0.7428, -6.0723], [-2.6405, -0.4602, -7.4633], [-3.7319, -1.3285, -7.6352], [-4.6277, -1.1406, -8.6937], [-4.4476, -0.0812, -9.5893], [-3.3679, 0.7911, -9.4228], [-2.4647, 0.5999, -8.3691], [-1.9258, -2.2508, -5.1101], [-1.4199, -3.5027, -5.4918], [-1.8065, -4.6563, -4.7996], [-2.6866, -4.5613, -3.7155], [-3.1766, -3.3120, -3.3203], [-2.7999, -2.1555, -4.0168], [-1.3707, 0.7355, -4.8717], [-0.9780, 2.0637, -5.5591], [-0.1065, 2.8061, -4.5293], [0.2823, 1.7600, -3.4732], [-0.4529, 0.5642, -3.7898], [1.3357, -1.1643, -5.8627], [2.6343, -1.3956, -6.3339], [3.8868, -1.6375, -8.0798], [1.9982, -1.3559, -9.6867], [-0.3113, -0.9883, -8.8474], [-3.8743, -2.1562, -6.9353], [-5.4682, -1.8245, -8.8141], [-5.1471, 0.0644, -10.4128], [-3.2192, 1.6244, -10.1103], [-1.6149, 1.2803, -8.2569], [-0.7218, -3.5735, -6.3318], [-1.4163, -5.6251, -5.1128], [-2.9886, -5.4616, -3.1798], [-3.8587, -3.2270, -2.4726], [-3.1899, -1.1788, -3.7144], [-2.4345, 0.7568, -4.5487], [-0.3834, 1.8629, -6.4616], [-1.8709, 2.6170, -5.8737], [0.7847, 3.2579, -4.9790], [-0.6917, 3.5962, -4.0511], [1.3650, 1.5493, -3.4956], [0.0508, 2.1206, -2.4621], [-0.6839, -0.0879, -3.0485], [1.1420, -1.0819, -4.7880], [3.4499, -1.5168, -5.6211]], "orbital_gap_ev": 4.75, "de_lowest_kj_mol": 0.0, "lumo_ev": -4.8, "total_charge": 1}

***

Record 8
{"formula": "C21H23FN4O9S", "method": "wB97M-V/def2-TZVPD", "species": ["O", "N", "O", "C", "C", "C", "C", "C", "C", "H", "H", "H", "H", "H", "O", "N", "O", "C", "C", "C", "C", "C", "C", "H", "H", "H", "H", "H", "O", "N", "O", "C", "C", "C", "C", "C", "C", "H", "H", "H", "H", "H", "O", "S", "O", "F", "N", "C", "C", "C", "O", "H", "H", "H", "H", "H", "H", "H", "H"], "xyz": [[4.5984, 3.8135, -0.1678], [4.5536, 3.5078, -1.3374], [3.5231, 3.4126, -1.9842], [5.8161, 3.2295, -2.0194], [7.0053, 3.2927, -1.3046], [8.1996, 3.0050, -1.9501], [8.1982, 2.6624, -3.2973], [7.0034, 2.6116, -4.0061], [5.8046, 2.8953, -3.3674], [7.0151, 3.5583, -0.2562], [9.1323, 3.0447, -1.4022], [9.1319, 2.4330, -3.7968], [7.0069, 2.3471, -5.0559], [4.8789, 2.8503, -3.9254], [-6.3828, -0.4240, 3.4673], [-6.4560, -0.7507, 2.2995], [-7.4965, -0.8658, 1.6847], [-5.2083, -1.0280, 1.5889], [-4.0011, -0.9416, 2.2710], [-2.8210, -1.2289, 1.5996], [-2.8533, -1.5932, 0.2583], [-4.0655, -1.6663, -0.4184], [-5.2511, -1.3839, 0.2466], [-3.9661, -0.6583, 3.3147], [-1.8744, -1.1720, 2.1223], [-1.9315, -1.8220, -0.2614], [-4.0855, -1.9478, -1.4637], [-6.1903, -1.4465, -0.2863], [-1.4509, -2.0164, 4.7415], [-1.9056, -3.1403, 4.6150], [-1.6856, -3.8703, 3.6684], [-2.7796, -3.6440, 5.6732], [-3.0842, -2.8257, 6.7532], [-3.9332, -3.2990, 7.7437], [-4.4650, -4.5798, 7.6510], [-4.1458, -5.3945, 6.5708], [-3.2998, -4.9277, 5.5747], [-2.6747, -1.8277, 6.8327], [-4.1832, -2.6682, 8.5871], [-5.1320, -4.9443, 8.4233], [-4.5601, -6.3923, 6.5038], [-3.0590, -5.5666, 4.7357], [-0.9455, -0.9788, -2.2892], [-0.2522, -0.6292, -3.5444], [-1.0371, -1.1151, -4.7075], [1.2071, -1.3807, -3.5889], [-0.0269, 1.0327, -3.7915], [1.2654, 1.5498, -3.2825], [1.4408, 2.9943, -3.8964], [1.9304, 2.9225, -5.3939], [1.4253, 4.0032, -6.1814], [-0.8306, 1.5726, -3.4726], [2.0965, 0.9143, -3.6509], [1.3024, 1.6901, -2.1777], [0.4859, 3.5782, -3.8457], [2.2083, 3.5810, -3.3336], [3.0501, 2.9985, -5.4277], [1.6671, 1.9325, -5.8327], [2.0874, 4.6962, -6.2097]], "orbital_gap_ev": 8.56, "smiles": "O=[N+]([O-])c1ccccc1.O=[N+]([O-])c1ccccc1.O=[N+]([O-])c1ccccc1.O=S(=O)(F)NCCCO", "lumo_ev": -1.1}

***

Record 9
{"formula": "C5H9OP", "method": "wB97M-V/def2-TZVPD", "species": ["C", "C", "C", "C", "C", "O", "P", "H", "H", "H", "H", "H", "H", "H", "H", "H"], "xyz": [[-0.4229, -0.0236, 0.3114], [0.6591, 1.1797, 0.5048], [0.2847, -1.3708, -0.1338], [0.6011, 2.3243, -0.5421], [-0.3384, -2.6637, -0.1402], [3.0940, -0.4571, -0.2344], [1.7986, -0.4571, 0.4501], [-1.0798, 0.0487, 1.1856], [-1.0368, 0.3963, -0.4866], [0.5954, 1.5924, 1.5132], [0.0020, 3.1913, -0.0375], [0.1609, 1.8806, -1.4695], [1.6124, 2.8894, -0.8463], [0.3568, -3.3564, -0.5108], [-1.0952, -2.6653, -1.0174], [-1.0068, -3.0212, 0.8086]], "orbital_gap_ev": [7.31, 7.32], "de_lowest_kj_mol": 310.7, "lumo_ev": [-0.7, -0.8]}

***

Record 10
{"formula": "C4H13N2O", "method": "wB97M-V/def2-TZVPD", "species": ["C", "C", "C", "C", "N", "N", "H", "H", "H", "H", "H", "H", "H", "H", "H", "H", "H", "H", "H", "O"], "xyz": [[0.9894, 0.8151, -1.0495], [-0.3793, 1.0088, -0.3931], [-1.2324, -0.2238, -0.4236], [-1.7573, -0.6497, 0.7286], [-1.2694, -0.9391, -1.6144], [1.6517, -0.3705, -0.4252], [1.5740, 1.7111, -0.8973], [0.9065, 0.6061, -2.1142], [-0.8673, 1.8811, -0.8420], [-0.1206, 1.3302, 0.6106], [-2.3542, -1.5476, 0.7984], [-1.6441, 0.0064, 1.5729], [-2.0680, -1.5693, -1.6261], [-1.2804, -0.3982, -2.4683], [1.0119, -1.1455, -0.2064], [2.0430, -0.1470, 0.4823], [2.4262, -0.7003, -1.0031], [0.0718, 0.2367, 2.6331], [1.2944, -0.2890, 3.4296], [1.0041, 0.3844, 2.8076]], "orbital_gap_ev": 9.35, "de_lowest_kj_mol": 154.0, "lumo_ev": -3.2, "total_charge": 1}